# 1
Computed, not measured: a single C32H46N4O2SSi molecule, with ωB97M-V/def2-TZVPD.

Summary:
frontier orbital gap: 9.8 eV
lowest unoccupied orbital energy: 0.5795 eV
HOMO level: -9.17 eV

```
! RIJCOSX wB97M-V def2-TZVPD def2/J DEFGRID3
* xyz 0 1
C 4.00656 -3.09625 3.93738
C 3.45293 -2.03410 3.89080
C 2.69028 -0.78013 3.79049
C 1.86176 -0.75454 2.47241
C 2.69824 -1.26765 1.36294
N 3.41152 -1.35015 0.46535
C 0.63893 -1.71025 2.65502
C 0.25101 -2.52672 1.42347
C -1.16994 -3.12307 1.53544
C -1.82009 -3.32351 0.14550
C -2.94933 -2.31825 -0.16627
C -2.70750 -1.53088 -1.45823
C -3.94663 -0.73450 -1.88008
C -3.65658 0.54524 -2.68998
Si -2.77832 1.91653 -1.72411
C -0.90029 1.61268 -1.80536
C -3.07594 3.61233 -2.49982
C -3.42043 1.84897 0.04746
C -2.55571 1.69958 1.13715
C -3.00740 1.61042 2.44799
C -4.37164 1.69536 2.70835
C -5.24738 1.86564 1.64270
C -4.79277 1.93692 0.33717
C 1.37700 0.67796 2.11755
O 0.40176 0.58321 1.09354
C 0.73189 1.25209 3.32089
N 0.22561 1.75036 4.22150
C 2.53974 1.60841 1.70419
C 2.13003 2.82311 0.86933
C 3.31289 3.43137 0.08858
C 3.99388 2.46315 -0.89413
C 3.01953 1.78964 -1.88147
C 3.62991 0.49935 -2.46744
C 2.59672 -0.33508 -3.21352
S 3.36992 -1.90166 -3.80654
C 2.36829 -3.14488 -3.12887
N 1.42968 -3.81930 -3.74603
N 0.90731 -4.69444 -2.86843
C 1.54845 -4.51882 -1.74231
O 2.47282 -3.57609 -1.84903
H 4.39379 -4.08300 3.85048
H 3.37320 0.06806 3.86295
H 1.99253 -0.74336 4.62755
H 0.86201 -2.41723 3.45792
H -0.22034 -1.13006 2.99686
H 0.96725 -3.32658 1.22500
H 0.24378 -1.89930 0.52876
H -1.09321 -4.08831 2.04080
H -1.80776 -2.47724 2.13947
H -2.23005 -4.33567 0.13023
H -1.06983 -3.28588 -0.64751
H -3.90932 -2.83582 -0.25810
H -3.06994 -1.63028 0.67529
H -1.84244 -0.88638 -1.28649
H -2.45305 -2.23103 -2.25846
H -4.58497 -1.37323 -2.49790
H -4.53527 -0.49323 -0.99268
H -3.13786 0.32442 -3.62739
H -4.63429 0.94437 -2.99485
H -0.40169 1.75016 -0.84598
H -0.66058 0.64263 -2.24041
H -0.47601 2.35874 -2.48600
H -2.18102 4.23213 -2.41244
H -3.88204 4.16003 -2.01204
H -3.27336 3.47199 -3.56460
H -1.48940 1.64874 0.95410
H -2.29515 1.47783 3.25238
H -4.72236 1.62290 3.72843
H -6.30668 1.94653 1.85828
H -5.48179 2.07361 -0.48944
H 0.90527 0.48209 0.27488
H 3.33256 1.04432 1.21397
H 2.98695 2.00477 2.62070
H 1.73934 3.60502 1.52483
H 1.34288 2.61924 0.14700
H 2.88395 4.23938 -0.51262
H 4.03620 3.88335 0.76885
H 4.53679 1.68292 -0.35565
H 4.71420 3.03200 -1.48371
H 2.87600 2.46803 -2.72841
H 2.03903 1.58478 -1.45081
H 4.47247 0.74383 -3.11659
H 4.02572 -0.09538 -1.64238
H 2.27575 0.16165 -4.12898
H 1.72183 -0.57396 -2.61239
H 1.37016 -5.04962 -0.82649
*
```



# 2
Computed, not measured: a molecular structure, C32H47ClN13O5PPbS2, with ωB97M-V/def2-TZVPD.

Summary:
frontier orbital gap: 7.7 eV
lowest unoccupied orbital energy: 0.1507 eV
relative energy (zero: lowest compared OMol25 entry of this formula, charge and spin): 0.326 eV
HOMO level: -7.52 eV

```
! RIJCOSX wB97M-V def2-TZVPD def2/J DEFGRID3
* xyz 0 1
Pb 0.44847 -0.59651 -0.63853
C 4.08162 -3.80965 0.11750
C 3.22875 -2.58203 0.02058
N 1.96594 -2.56307 0.23615
N 1.35855 -3.73615 0.57156
C 0.14786 -3.58760 1.06291
N -0.48576 -4.74389 1.38643
S -0.71041 -2.12641 1.41131
C 3.85852 -1.29285 -0.35426
C 5.19375 -1.21932 -0.74035
C 5.72942 0.01223 -1.07821
C 4.92721 1.13911 -1.02315
C 3.60713 0.97737 -0.63331
N 3.09274 -0.19806 -0.30019
H 3.49543 -4.63560 0.50623
H 4.94139 -3.63637 0.76731
H 4.46533 -4.08113 -0.86998
H -0.04149 -5.61972 1.17257
H -1.45579 -4.71345 1.63780
H 5.80135 -2.11098 -0.78864
H 6.76372 0.08741 -1.38837
H 5.30436 2.11775 -1.28406
H 2.92415 1.81877 -0.59461
O -5.92929 -1.95811 -1.68510
C -5.98643 -0.74212 -1.19568
O -7.01781 -0.24753 -0.80579
C -4.70029 0.03215 -1.12957
C -4.61876 1.36482 -0.78444
Cl -5.91223 2.40819 -0.42088
N -3.30605 1.73773 -0.79911
N -2.53351 0.68061 -1.14010
C -3.34469 -0.33503 -1.35203
C -2.74950 -1.64645 -1.82275
O -3.53167 -2.54691 -2.17986
O -1.49919 -1.72888 -1.83927
C -2.63989 2.98070 -0.52930
C -3.30227 4.14623 -0.15289
C -2.57155 5.29360 0.12710
C -1.18915 5.30246 0.03854
C -0.53700 4.13866 -0.34030
C -1.25144 2.98871 -0.62249
H -4.97650 -2.23219 -1.91891
H -4.37114 4.18077 -0.06179
H -3.10442 6.18856 0.42123
H -0.63032 6.20232 0.26122
H 0.54290 4.10646 -0.41092
H -0.72788 2.08986 -0.89376
C 1.53419 3.70369 2.48903
N 0.42857 2.98135 3.09282
C -0.16850 3.66346 4.22204
P 0.20454 1.37788 2.71279
O 0.55451 1.18297 1.27604
N -1.34615 1.11003 3.18979
C -1.81879 -0.06196 3.90959
C -2.41461 1.94890 2.67089
N 1.11876 0.39430 3.67062
C 2.16390 -0.46894 3.14772
C 1.19565 0.65598 5.09517
H 2.33955 3.87509 3.21303
H 1.19224 4.67684 2.12359
H 1.92827 3.13854 1.64754
H 0.57036 3.86456 5.00684
H -0.96964 3.06604 4.65032
H -0.58810 4.62252 3.90132
H -0.99519 -0.73472 4.12690
H -2.54410 -0.61132 3.30465
H -2.30428 0.24214 4.84346
H -2.00359 2.80792 2.14400
H -3.04621 2.31188 3.48845
H -3.04715 1.38147 1.98077
H 2.08223 -0.54449 2.06854
H 2.06505 -1.47320 3.56875
H 3.15649 -0.07587 3.39906
H 2.04973 1.29509 5.34982
H 1.30177 -0.28660 5.63780
H 0.28581 1.14045 5.44939
S 1.76066 -1.85472 -3.15495
C 1.34231 -3.49590 -2.94025
N 0.12821 -3.87425 -2.57122
C -0.25265 -5.25817 -2.34438
C 0.96208 -6.06021 -1.91055
C 2.07199 -5.87023 -2.93051
N 2.27321 -4.44634 -3.15355
H -0.54255 -3.13458 -2.33750
H -0.68318 -5.68235 -3.25767
H -1.03090 -5.26470 -1.58178
H 0.70847 -7.11702 -1.82572
H 1.30769 -5.69131 -0.94278
H 1.82348 -6.37494 -3.86974
H 3.00821 -6.29327 -2.56375
H 3.16798 -4.09771 -3.44975
C -0.80617 4.21939 -3.92464
N -0.77571 2.76758 -3.87936
C -2.01699 2.04692 -4.13762
C 0.23078 2.12971 -3.31532
N 1.07041 1.49872 -2.82668
H -1.07106 4.55123 -4.92983
H 0.17576 4.61214 -3.67308
H -1.53742 4.61041 -3.21114
H -2.33787 2.22240 -5.16548
H -2.80106 2.38628 -3.45519
H -1.85522 0.98241 -3.98808
*
```



# 3
Computed, not measured: a molecular structure, C32H47MgN2O2P2, with ωB97M-V/def2-TZVPD.

Summary:
frontier orbital gap (spin up / spin down): 4.2 / 4.2 eV
lowest unoccupied orbital energy (spin up / spin down): -4.7985 / -4.7981 eV
HOMO level (spin up / spin down): -9.00 / -9.00 eV

```
! RIJCOSX wB97M-V def2-TZVPD def2/J DEFGRID3
* xyz 1 1
C -1.37190 -1.57330 -2.36860
C 0.64030 -2.63220 -1.57390
C -1.62780 -2.59900 -3.27330
C 0.34460 -3.74210 -2.44650
C -0.74990 -3.71740 -3.28150
H -2.50080 -2.54950 -3.92890
H 1.03720 -4.58900 -2.45140
H -0.94410 -4.55880 -3.95650
N -0.30160 -1.58970 -1.51730
P -2.41830 0.06230 -0.43700
P 2.27260 -0.96370 -0.16580
C -2.32020 -0.39610 -2.24530
H -1.90620 0.48650 -2.76220
H -3.29520 -0.62530 -2.70350
C 0.35280 1.51810 1.13240
O 0.58530 2.47050 1.78330
C 1.82390 -2.55030 -0.83070
H 2.56300 -3.34890 -0.95770
C 3.41940 -0.12980 -1.49320
C 3.32890 -1.27230 1.39850
C -3.32330 1.74360 -0.32210
C -3.52550 -1.35200 0.26060
C 3.49290 1.39020 -1.23540
H 4.15800 1.62380 -0.38930
H 3.89740 1.90240 -2.12980
H 2.50440 1.81600 -1.00700
C 4.84730 -0.70000 -1.58270
H 5.45910 -0.46200 -0.69770
H 4.83810 -1.79410 -1.72670
H 5.35300 -0.25440 -2.46140
C 2.73910 -0.43510 -2.84940
H 3.14580 0.24280 -3.62400
H 2.93730 -1.47510 -3.15450
H 1.64750 -0.31420 -2.81550
C 4.04740 0.02380 1.81960
H 3.33570 0.86400 1.90110
H 4.51140 -0.12520 2.81260
H 4.84930 0.30910 1.12000
C 2.38800 -1.69280 2.53950
H 1.75890 -0.85390 2.87070
H 1.73800 -2.53080 2.23900
H 2.99870 -2.02060 3.40190
C 4.33180 -2.42580 1.18410
H 5.05840 -2.23040 0.38370
H 4.89800 -2.58070 2.12200
H 3.80130 -3.36530 0.95570
C -3.93680 -1.01480 1.70850
H -4.42410 -1.90180 2.15410
H -3.07010 -0.75860 2.33740
H -4.66350 -0.18650 1.74470
C -2.72700 -2.67920 0.24670
H -2.56550 -3.04330 -0.77930
H -1.75150 -2.60630 0.74210
H -3.32790 -3.43570 0.78510
C -4.78930 -1.60080 -0.59200
H -5.34730 -2.44060 -0.13750
H -5.46790 -0.73790 -0.63530
H -4.53320 -1.90460 -1.62060
C -2.54260 2.73760 -1.20760
H -2.56480 2.46470 -2.27660
H -3.00990 3.73460 -1.10800
H -1.49490 2.81540 -0.87930
C -3.21390 2.24760 1.13440
H -2.16440 2.25540 1.47000
H -3.60030 3.28280 1.18270
H -3.79940 1.63720 1.83740
C -4.79410 1.71990 -0.77380
H -4.91280 1.29420 -1.78530
H -5.43190 1.15460 -0.07610
H -5.17600 2.75780 -0.80040
Mg 0.00000 0.00000 0.00000
N 0.25550 1.20880 -1.66970
C 0.36850 1.86970 -2.63600
C 0.52670 2.61900 -3.82870
C 0.33480 4.02350 -3.83200
C 0.88170 1.95030 -5.02890
C 0.49790 4.73920 -5.02050
H 0.06350 4.53200 -2.90270
C 1.03860 2.68420 -6.20670
H 1.03360 0.86720 -5.01540
C 0.84820 4.07590 -6.20770
H 0.35120 5.82400 -5.02120
H 1.31410 2.16710 -7.13140
H 0.97450 4.64420 -7.13480
O 0.00000 0.00000 3.21810
C 0.00000 0.00000 2.00000
*
```



# 4
Computed, not measured: a molecular structure, C32H47N2O2P2Ti, with ωB97M-V/def2-TZVPD.

Summary:
frontier orbital gap (spin up / spin down): 4.6 / 4.5 eV
lowest unoccupied orbital energy (spin up / spin down): -4.5929 / -4.5950 eV
HOMO level (spin up / spin down): -9.18 / -9.10 eV

```
! RIJCOSX wB97M-V def2-TZVPD def2/J DEFGRID3
* xyz 1 3
C 2.55477 1.86323 -0.39833
C 2.49490 0.11134 -1.94374
C 3.70151 2.39352 -0.99986
C 3.73064 0.52338 -2.49003
C 4.31867 1.67229 -2.02313
H 4.15144 3.29938 -0.60200
H 4.09345 -0.05894 -3.35277
H 5.29085 1.98111 -2.40294
N 1.93158 0.78070 -0.87409
P 0.97528 1.30859 1.90914
P -0.03393 -1.15155 -2.24974
C 2.02309 2.46368 0.90669
H 2.89030 2.84029 1.49408
H 1.43553 3.37307 0.65164
C -1.41932 0.00934 0.98284
O -2.11665 -0.09195 1.98256
C 1.68655 -0.82680 -2.63390
H 2.22259 -1.76361 -2.88477
C -0.77506 -3.08265 -2.31389
C -0.41189 -0.21292 -3.91022
C 2.13795 0.60971 3.24155
C -0.20882 2.50885 2.71940
C -1.40016 -3.58796 -0.99815
H -2.23570 -2.94993 -0.67517
H -1.82001 -4.59889 -1.18035
H -0.67703 -3.66856 -0.17611
C -1.89056 -3.16959 -3.36923
H -2.69344 -2.46005 -3.12052
H -1.53590 -2.98906 -4.39450
H -2.35247 -4.17562 -3.36024
C 0.45924 -3.91650 -2.66231
H 0.23355 -4.99532 -2.61242
H 0.83139 -3.69045 -3.67300
H 1.27652 -3.76379 -1.94217
C -1.89663 -0.03741 -4.20615
H -2.42184 0.29361 -3.29992
H -1.99226 0.75350 -4.97336
H -2.38451 -0.93733 -4.59789
C 0.19820 1.19894 -3.78379
H -0.14651 1.70235 -2.86759
H 1.28802 1.17742 -3.77935
H -0.06881 1.80841 -4.66183
C 0.35385 -1.00622 -5.01287
H 1.20180 -1.58002 -4.61785
H -0.26459 -1.72020 -5.57684
H 0.81018 -0.28528 -5.70256
C -1.00949 1.87220 3.86588
H -1.76990 2.60914 4.17285
H -1.54437 0.97928 3.52914
H -0.40095 1.62922 4.74360
C -1.19981 2.94422 1.62510
H -0.71682 3.38873 0.75111
H -1.80350 2.09920 1.28640
H -1.90282 3.66193 2.07159
C 0.47683 3.76418 3.27773
H -0.32776 4.46539 3.54836
H 1.04841 3.56742 4.19234
H 1.12684 4.25266 2.54620
C 3.31048 -0.04050 2.50058
H 3.99343 -0.46767 3.25175
H 2.96802 -0.84924 1.85650
H 3.88078 0.68982 1.91380
C 1.40551 -0.52883 3.97464
H 1.02139 -1.25222 3.24079
H 2.12452 -1.05436 4.62374
H 0.57165 -0.19659 4.60470
C 2.71052 1.66525 4.20251
H 3.11803 2.53761 3.66854
H 2.00330 2.00460 4.96906
H 3.56241 1.21444 4.73844
Ti 0.39295 -0.34254 0.01383
N 1.13021 -2.02558 0.77610
C 1.84844 -2.95265 1.10437
C 2.86312 -3.84167 0.58240
C 3.11129 -4.89574 1.45958
C 3.72876 -3.66204 -0.59042
C 4.27370 -5.66087 1.33374
H 2.42108 -5.03025 2.28737
C 4.88617 -4.46274 -0.70017
H 3.53807 -2.93587 -1.39292
C 5.15231 -5.45098 0.26294
H 4.48874 -6.41023 2.09170
H 5.59638 -4.29945 -1.52341
H 6.04966 -6.07676 0.17488
O -2.87936 -0.26142 -0.94927
C -1.76924 -0.30807 -0.44698
*
```



# 5
Computed, not measured: a molecular structure, C32H48AsN4O8PSTe2W, with ωB97M-V/def2-TZVPD.

Summary:
frontier orbital gap (spin up / spin down): 6.7 / 6.6 eV
lowest unoccupied orbital energy (spin up / spin down): 1.7826 / 1.6253 eV
relative energy (zero: lowest compared OMol25 entry of this formula, charge and spin): 2.691 eV
HOMO level (spin up / spin down): -4.96 / -4.96 eV

```
! RIJCOSX wB97M-V def2-TZVPD def2/J DEFGRID3
* xyz -1 2
W -1.61318 1.45843 0.07914
O -2.48347 -0.63101 2.19570
As -3.76673 -0.74460 0.98741
O -4.11041 -2.33312 0.85592
O -3.03284 -0.00410 -0.37326
C -5.16704 0.31185 1.84970
C -6.48096 0.00906 1.54417
C -7.51112 0.75192 2.11788
C -7.21034 1.78171 2.99058
C -5.88228 2.08771 3.28605
C -4.85591 1.37117 2.71279
S -3.10097 2.10832 2.65006
O -3.31670 2.01940 1.05820
O -3.28312 3.51183 3.06212
O -1.06713 1.93874 1.68764
H -2.44941 -1.49707 2.61793
H -6.70181 -0.82016 0.88185
H -8.54183 0.52348 1.87691
H -8.00901 2.37490 3.41998
H -5.63981 2.92572 3.93074
Te 0.55491 3.02051 -0.46400
C -0.44571 -1.69123 -1.74471
C -0.50918 -0.36309 -1.05397
O -0.86332 0.66060 -1.78521
N -0.31100 -0.07320 0.19909
Te 0.54492 -2.26436 1.69813
C 1.62004 -3.98681 2.45246
C 1.10150 -5.27165 2.25394
C -0.19970 -5.54828 1.53905
C 1.80949 -6.38309 2.71257
C 3.01951 -6.26153 3.37273
C 3.76099 -7.46836 3.88209
C 3.51572 -4.98127 3.58235
C 2.83898 -3.84891 3.14358
C 3.45895 -2.50750 3.42590
C 2.21940 -1.58112 0.58092
C 2.78621 -2.38904 -0.41121
C 2.31406 -3.78794 -0.71660
C 3.86150 -1.90214 -1.15554
C 4.37964 -0.63513 -0.95144
C 5.53176 -0.11697 -1.76962
C 3.80674 0.14797 0.04235
C 2.74388 -0.29930 0.81792
C 2.25980 0.61923 1.90899
H -0.94625 -1.60839 -2.70661
H -0.93019 -2.45028 -1.13223
H 0.59648 -1.98011 -1.89792
H -0.83565 -4.67247 1.44515
H -0.76225 -6.31946 2.06758
H -0.00783 -5.92170 0.52885
H 1.39252 -7.37213 2.54490
H 3.31331 -8.39035 3.51075
H 3.74619 -7.50554 4.97381
H 4.80729 -7.44972 3.57157
H 4.45590 -4.85669 4.11208
H 4.15904 -2.57946 4.25954
H 2.69687 -1.76568 3.66787
H 4.00315 -2.13431 2.55579
H 1.28382 -3.94510 -0.39961
H 2.93011 -4.52466 -0.19417
H 2.38475 -3.98585 -1.78796
H 4.29251 -2.53750 -1.92373
H 5.85424 -0.85345 -2.50595
H 6.38764 0.12330 -1.13535
H 5.25693 0.79606 -2.30248
H 4.19429 1.14688 0.22210
H 2.22120 1.64779 1.54148
H 2.96401 0.60337 2.74644
H 1.27353 0.36192 2.28119
C 1.99079 4.02493 -4.52203
N 1.32396 2.88335 -3.97890
C 2.18588 1.75229 -3.81366
P -1.38912 3.59103 -1.99493
O -2.44732 2.68529 -1.30043
N -1.68631 5.14530 -1.37789
C -2.03654 5.28876 0.03310
C -0.70172 6.12800 -1.79460
N -1.96438 3.88072 -3.54794
C -1.83592 2.72326 -4.44579
C -3.33831 4.39399 -3.59911
H 2.69565 4.43932 -3.78515
H 1.26814 4.80019 -4.77754
H 2.58133 3.77058 -5.41439
H 2.96517 1.96255 -3.06640
H 2.69918 1.50564 -4.75469
H 1.61265 0.89348 -3.46591
H -2.57032 4.41623 0.40291
H -2.70374 6.14882 0.13918
H -1.15281 5.44698 0.65961
H -0.49483 6.03121 -2.86159
H 0.24179 6.02174 -1.23790
H -1.09316 7.13154 -1.61165
H -0.82533 2.33011 -4.39576
H -2.04733 3.04803 -5.46679
H -2.54124 1.92991 -4.17297
H -3.44321 5.26434 -2.95971
H -4.05902 3.62986 -3.28893
H -3.54055 4.67454 -4.63453
*
```



no.,largest force on an atom (eV/Å)
1,1.662
2,0.286
3,11.605
4,7.224
5,3.138